1.
18
Properties=species:S:1:pos:R:3:nbo_charge:R:1 method="wB97M-V/def2-TZVPD" smiles="C=C/C=C/NC.O" mol_weight_g_mol=101.15 homo_lumo_gap_ev=9.4 de_lowest_ev=2.7271 spin_multiplicity=1 total_charge=0
O -0.502 -1.762 2.230 -0.93
N 1.523 -0.921 -0.902 -0.66
C -1.867 2.402 0.406 -0.37
C 0.820 -1.587 -1.998 -0.41
C 0.760 -0.077 -0.062 -0.02
C -0.651 1.897 0.550 -0.21
C -0.118 0.871 -0.377 -0.25
H 1.097 -0.108 0.939 0.17
H -2.491 1.945 -0.351 0.19
H -0.664 -1.416 1.343 0.47
H 0.185 -2.369 -1.574 0.19
H 2.384 -0.509 -1.223 0.38
H 1.541 -2.107 -2.623 0.21
H 0.382 -1.423 2.434 0.46
H -0.568 0.999 -1.354 0.20
H 0.029 2.281 1.300 0.20
H 0.133 -0.888 -2.487 0.17
H -2.240 3.226 0.989 0.21

***

2.
13
Properties=species:S:1:pos:R:3:nbo_charge:R:1 method="wB97M-V/def2-TZVPD" mol_weight_g_mol=131.16 homo_lumo_gap_ev=8.7 de_lowest_ev=3.9866 spin_multiplicity=1 total_charge=0
S -3.663 -0.695 -0.097 -0.06
O -0.421 2.020 0.031 -0.57
N 1.169 0.434 -0.213 -0.66
N 2.661 -1.263 0.023 -0.68
N -1.164 -0.158 -0.058 -0.65
C -2.373 0.225 0.207 -0.11
C 1.512 -0.773 0.253 0.27
C -0.153 0.840 -0.051 0.78
H 0.737 -1.249 1.326 0.21
H 1.803 1.120 -0.471 0.43
H -0.981 -0.882 -1.083 0.44
H -2.590 1.160 0.877 0.26
H 3.463 -0.778 -0.746 0.36

***

3.
125
Properties=species:S:1:pos:R:3:lowdin_charge:R:1 method="wB97M-V/def2-TZVPD" mol_weight_g_mol=1018.10 homo_lumo_gap_ev="4.6 / 5.0" de_lowest_ev=1.7801 s_squared=2.05 spin_multiplicity=3 total_charge=+1
Mo 0.083 0.149 -0.867 1.73
S 3.072 -1.032 0.540 0.54
Si -3.575 2.239 1.865 0.35
F -1.867 -2.733 5.383 0.17
F -2.711 -4.082 3.906 0.15
F 0.790 2.183 1.368 -0.04
F -3.826 -2.338 4.548 0.16
O 2.375 -0.060 -2.773 0.02
O 1.843 -0.156 0.221 -0.54
O 2.787 -1.790 1.729 -0.29
O 3.507 -1.754 -0.620 -0.26
N 1.224 1.872 -1.479 -0.12
N -0.817 -0.776 0.956 -0.04
N -2.413 2.639 -3.656 -0.09
N 1.976 3.205 -2.993 0.13
N -2.428 -3.677 -1.210 -0.06
N -1.467 3.437 -1.808 -0.07
N 2.840 3.164 -1.954 -0.04
N -1.155 -1.631 -1.584 -0.06
N -1.942 1.767 1.817 -0.08
N 1.027 2.415 -2.718 0.04
N -0.457 -3.445 -0.250 -0.07
N -1.427 1.070 -2.146 -0.04
C -3.725 4.092 2.193 -0.17
C -0.868 -4.776 0.166 -0.09
C 5.259 1.566 2.649 -0.02
C -3.706 -3.597 -1.919 -0.03
C -1.605 0.088 -3.237 -0.22
C 5.459 2.272 -3.235 -0.05
C -2.598 -2.788 4.272 -0.59
C -1.441 1.933 4.232 -0.04
C 5.307 0.489 0.081 -0.05
C -2.217 4.069 -3.923 -0.10
C 4.288 0.655 2.270 -0.05
C 7.319 2.943 2.178 -0.04
C 4.465 4.225 -4.468 -0.08
C 0.807 2.384 4.994 -0.11
C 1.414 -0.708 -2.478 -0.41
C -0.667 -1.599 3.194 0.06
C 6.269 1.946 1.766 -0.26
C -0.952 3.611 -0.468 -0.04
C 0.303 2.152 2.668 -0.22
C -2.129 -1.082 0.969 -0.13
C -2.087 -1.186 -2.624 -0.22
C 6.286 1.384 0.491 -0.04
C -0.535 2.146 5.258 -0.10
C 0.913 -3.073 0.036 -0.06
C -3.774 2.111 -3.846 -0.03
C -1.085 1.948 2.853 -0.36
C 4.308 0.137 0.980 -0.29
C 4.079 3.964 -1.938 -0.08
C -1.338 -2.849 -1.083 -0.34
C -2.229 -4.940 -0.493 -0.10
C -1.742 2.325 -2.477 -0.36
C -1.808 4.634 -2.565 -0.09
C -4.306 1.829 0.163 -0.18
C -4.754 1.431 3.095 -0.19
C 1.144 -1.986 -3.252 -0.04
C -0.122 -0.976 2.077 -0.10
C 1.218 2.393 3.667 -0.05
C -1.975 -2.005 3.146 -0.08
C 5.013 3.728 -3.129 -0.40
C 2.359 2.357 -1.028 -0.10
C -2.735 -1.713 2.018 0.02
H 7.042 3.947 1.846 0.09
H 3.798 5.014 -1.886 0.13
H -3.615 -3.864 -2.974 0.10
H 2.010 -2.168 -3.885 0.10
H 6.045 1.971 -2.369 0.06
H -2.707 -0.786 0.106 0.10
H 0.903 -0.658 2.096 0.09
H -4.538 1.725 4.128 0.02
H 7.434 2.976 3.261 0.08
H -0.883 2.129 6.285 0.10
H 4.570 3.689 -1.006 0.13
H -4.621 4.333 2.774 0.03
H 5.268 4.209 -5.208 0.08
H -2.596 5.189 -2.053 0.13
H 4.601 1.598 -3.325 0.08
H -3.132 4.516 -4.304 0.12
H 7.108 1.625 -0.174 0.11
H -5.774 1.765 2.870 0.03
H -2.333 0.386 -3.973 0.09
H -3.067 -0.954 -2.203 0.10
H -0.661 -0.039 -3.772 0.10
H -4.746 0.337 3.054 0.01
H -4.046 1.435 -3.036 0.08
H 0.021 4.111 -0.487 0.09
H -5.194 1.193 0.256 0.03
H -0.048 -1.750 4.067 0.14
H 2.828 2.112 -0.086 0.14
H -2.855 4.435 2.765 0.03
H 1.512 2.578 5.792 0.10
H 1.107 -2.066 -0.300 0.00
H 6.079 2.133 -4.122 0.09
H -1.652 4.241 0.084 0.09
H 5.328 0.031 -0.901 0.12
H 4.091 5.250 -4.401 0.08
H 0.253 -1.872 -3.871 0.07
H 3.533 0.322 2.970 0.12
H 1.098 -3.117 1.108 0.09
H -3.767 4.679 1.268 0.01
H -3.574 1.310 -0.460 -0.03
H -4.192 -2.638 -1.824 0.08
H 2.241 2.609 3.394 0.10
H -2.483 1.748 4.471 0.08
H -2.269 -5.784 -1.182 0.13
H -3.024 -5.065 0.242 0.13
H -0.881 2.679 0.090 0.02
H 8.287 2.706 1.735 0.08
H 5.879 4.350 -2.887 0.14
H 0.982 -2.834 -2.598 0.06
H -2.205 -1.938 -3.405 0.13
H -4.489 2.934 -3.827 0.09
H 3.659 3.593 -4.838 0.06
H -0.915 -4.836 1.254 0.13
H 1.617 -3.742 -0.465 0.11
H -3.879 1.591 -4.800 0.09
H -0.933 5.280 -2.643 0.13
H -0.141 -5.510 -0.183 0.13
H -4.364 -4.328 -1.452 0.09
H 5.256 1.964 3.658 0.12
H -1.431 4.207 -4.664 0.12
H -3.789 -1.951 1.970 0.13
H -4.618 2.737 -0.369 0.02